Below is 6 unconnected molecules or ions with the total composition C27H65N3O10 in a non-equilibrium geometry, with properties calculated with the ωB97M-V functional and the def2-TZVPD basis.

**LUMO**: -0.387 eV
**E_tot**: -53988.581 eV
**Gap between HOMO and LUMO**: 0.21972 hartree
**Total charge**: 0

XYZ file:
```
105
Properties=species:S:1:pos:R:3:forces:R:3:lowdin_charge:R:1
O -5.25299 -4.33894 -1.06241 1.427 -0.106 -0.243 -0.0480
O 3.88732 3.69389 2.01650 0.657 0.716 -1.485 -0.2060
O 4.25665 -0.35925 0.93707 -0.894 0.328 -4.397 0.0587
O 5.68039 -0.07698 2.57675 1.098 -0.102 -0.748 -0.0559
O 3.59873 -0.63231 2.94697 -2.479 -0.891 1.041 -0.0412
O -3.44471 -3.04612 -1.38542 1.275 -0.201 -0.174 0.0235
O -4.68095 -2.80921 0.42611 1.298 0.264 1.032 -0.0742
O -0.27844 1.91156 -5.27598 0.257 -0.204 -0.580 -0.2406
O -4.28566 -2.35888 5.40956 -0.630 1.130 0.645 -0.2106
O -0.89222 -0.87847 0.22355 1.422 0.307 0.023 -0.4249
N 3.58035 2.92270 -1.13204 1.170 -0.658 -0.157 -0.1816
N -1.50955 -0.26134 -3.48756 -0.662 -1.082 0.475 -0.1901
N -2.05853 -3.17554 3.59143 0.113 -0.913 0.058 -0.1878
C -2.32076 -4.26380 4.64546 0.403 -0.102 0.078 -0.0176
C -3.38898 -2.40933 3.24684 0.511 0.959 -0.185 -0.0517
C 0.49333 -2.69963 4.26322 -0.574 0.050 1.207 -0.0642
C 4.69626 1.88515 -1.34710 0.089 0.554 0.302 0.0016
C 4.81645 4.08054 0.95592 -0.469 -1.517 -0.017 -0.1583
C 1.13269 -0.22368 -3.69996 -0.899 0.026 -0.293 -0.0414
C 4.54557 -0.40842 2.19570 3.575 1.397 5.174 -0.9717
C -1.62382 -1.81985 -3.22408 1.281 1.036 0.233 0.0395
C -4.46345 -3.48044 -0.61354 -5.170 -1.016 -0.239 -0.8767
C -3.98858 -1.44672 4.34291 0.216 -2.844 -0.773 -0.1539
C -0.06078 3.31066 -5.47358 -0.094 -0.747 0.108 -0.0718
C -2.40028 -5.12691 1.77174 -0.177 1.492 0.204 -0.0428
C -0.93474 -2.16548 4.12119 -1.073 -1.443 -1.726 -0.1134
C -1.49925 -3.91921 2.29790 -0.825 -1.452 0.338 -0.0946
C -0.15988 0.33366 -2.97354 0.816 -1.009 -0.267 -0.1208
C 2.98094 3.26788 -2.57531 1.205 -0.379 1.192 -0.1281
C -1.69350 -0.05251 -5.02181 1.052 0.525 1.962 -0.0603
C 1.27545 3.14421 0.10465 0.755 -0.307 -0.261 -0.0409
C 4.53830 3.77500 3.30009 -0.094 0.300 -0.494 -0.0693
C 4.30088 4.22037 -0.53170 -1.814 -0.669 1.684 -0.0422
C -4.06712 0.12702 -3.05194 0.327 -0.203 -0.904 -0.0489
C 0.30589 -0.70182 0.96562 -2.274 -0.568 -0.187 -0.3622
C -5.13727 -1.78081 6.37942 0.155 -0.368 1.716 -0.1184
C -1.62856 1.44617 -5.33906 0.433 -0.361 -0.505 -0.1757
C 2.47854 2.22869 -0.20797 -0.038 0.712 0.136 -0.1254
C 4.02266 3.51425 -3.69165 0.071 0.018 1.079 -0.0634
C -2.60470 0.35973 -2.58175 -1.402 0.541 -0.402 -0.1448
H -2.57601 -0.59203 -5.36559 -0.211 0.492 0.294 0.1329
H 4.69949 4.82199 3.55683 -0.018 0.243 0.029 0.0797
H 4.74796 4.19357 -3.24379 0.022 0.455 -0.597 0.0680
H -0.83247 -2.31543 -3.78645 -0.138 0.146 -0.230 0.0908
H -5.30898 -2.44907 7.22325 0.608 -0.748 -0.147 0.0820
H -1.40509 -1.97366 -2.16739 -0.097 0.234 0.084 0.0812
H 3.57084 5.02653 -0.60424 -0.102 -0.088 -0.094 0.1189
H -2.52352 0.05161 -1.53936 0.798 -0.710 -0.124 0.1124
H 0.56243 -1.57907 1.55951 0.260 -0.626 0.094 0.0235
H -3.36493 -4.72116 1.46694 -0.195 -0.096 0.083 0.0544
H -3.06051 -2.56146 -0.65119 1.287 1.164 -0.088 0.0686
H 1.00386 3.49895 -5.61213 0.143 -0.425 0.276 0.0765
H 0.97199 -1.93997 4.88120 0.361 0.271 -0.385 0.0903
H 2.06635 0.15133 -3.28075 -0.239 0.016 0.573 0.0544
H -6.18635 -1.58007 6.16214 0.143 0.467 -1.236 0.0896
H 1.58994 4.01642 0.67776 0.131 0.078 -0.182 0.0715
H -4.19892 0.43175 -4.09015 0.135 0.098 -0.228 0.0589
H 1.21442 0.06271 -4.74848 -0.452 0.418 0.018 0.0599
H 0.76356 3.43999 -0.81110 -0.088 0.112 0.045 0.0629
H 2.49041 4.22302 -2.38771 -0.555 -0.380 -0.226 0.1148
H -3.31912 -0.61482 4.56169 0.171 -0.118 0.524 0.1177
H -4.42746 -0.90093 -3.01242 0.374 -0.129 0.327 0.0785
H 0.19831 0.05757 1.74011 0.049 0.723 0.271 0.0443
H -3.17900 -4.90587 4.44732 -0.110 0.533 -0.560 0.0990
H -0.84725 -0.58927 -5.45061 0.076 0.240 -0.097 0.1251
H -2.43937 1.43570 -2.52635 0.253 0.062 -0.368 0.1112
H -0.38360 3.81484 -4.56272 -0.285 0.536 -0.259 0.0904
H -3.22013 -1.77645 2.37560 0.573 -0.230 -0.225 0.1182
H 2.93834 1.84365 0.70222 0.544 0.799 0.056 0.1104
H 5.51458 3.29094 3.27449 -0.143 -0.389 0.098 0.0949
H 1.21795 -1.30867 -3.76022 -0.191 -0.065 0.659 0.0730
H -0.49179 3.67571 -6.40582 -0.598 0.115 0.199 0.0914
H 2.34212 2.41643 -2.80996 -0.322 0.337 0.141 0.1005
H 5.51429 2.44235 -1.80367 -0.082 -0.367 -0.342 0.0930
H -1.29434 -3.19647 1.50813 -0.376 0.403 0.126 0.1045
H -4.82465 0.71804 -2.53720 0.513 0.116 0.536 0.0877
H 3.32334 -0.35426 1.16178 -1.458 -0.502 -1.224 0.0586
H -0.15605 1.42274 -3.01828 -0.505 -0.124 -0.684 0.1014
H 5.56346 3.29159 0.86856 0.306 -0.156 0.397 0.1171
H 3.49216 3.95291 -4.53678 0.153 0.254 0.130 0.0766
H 0.55650 2.63829 0.74905 0.128 -0.372 -0.171 0.0875
H 2.21419 1.27258 -0.65970 -0.188 0.318 -0.844 0.1016
H 5.35327 4.98378 1.24587 -0.153 0.331 -0.252 0.1252
H -2.24001 2.02080 -4.64333 -0.305 0.043 -0.149 0.1208
H -4.93844 -1.03210 4.00533 0.095 0.017 -0.543 0.1293
H -2.60279 -2.23831 -3.45774 0.054 0.569 -0.081 0.0934
H 5.17762 4.48632 -1.12220 -0.180 -0.384 -0.164 0.1158
H -2.47426 -3.88412 5.65560 0.075 0.570 -0.388 0.0910
H -1.47120 -4.94480 4.69655 0.243 0.266 -0.291 0.0933
H 0.57455 -3.56669 4.91873 -0.219 -0.352 -0.222 0.0731
H -0.17951 0.17077 -1.89596 0.048 -0.914 0.252 0.0944
H -2.01317 -5.58425 0.86120 0.510 0.398 0.016 0.0837
H -4.65734 -0.94342 6.88595 -0.077 0.539 -0.398 0.0885
H -0.54896 -4.36723 2.58829 0.006 0.344 0.359 0.1034
H 5.09098 1.44824 -0.42982 -0.511 0.248 0.399 0.0929
H -1.98825 1.51445 -6.36574 -0.269 0.495 -0.087 0.1316
H 1.06888 -2.84567 3.34915 -0.306 0.194 0.070 0.0749
H -0.92790 -1.47645 3.27663 -0.127 0.617 0.438 0.1044
H 4.61847 2.68630 -4.07585 -0.458 -0.372 0.300 0.0816
H 3.87219 3.34058 4.04553 0.162 -0.206 -0.271 0.1002
H -4.07767 -3.16873 2.87654 -0.143 0.113 0.426 0.1145
H -2.55707 -5.96077 2.45601 0.180 0.305 0.327 0.0644
H 4.36249 1.03092 -1.93614 -0.216 0.349 -0.199 0.1088
H 1.23580 -0.47736 0.44313 0.381 0.215 -0.763 0.0201
H -1.41027 -1.81066 5.03556 0.491 0.296 -0.077 0.1173
```
Forces are in eV/Å.